Run a
# C60H165N15O15

A 15-piece molecular cluster, C60H165N15O15 overall (ωB97M-V/def2-TZVPD, the Open Molecules 2025 dataset).

Structure (XYZ):
```
255
Properties=species:S:1:pos:R:3:lowdin_charge:R:1
C 37.55220 14.12700 -6.21205 -0.068
C 38.52731 12.95773 -6.40977 -0.387
C 37.96810 11.52770 -6.14938 -0.199
O 39.05128 10.66130 -5.82244 -0.202
C 38.77410 9.32339 -5.67610 -0.133
N 38.99339 13.02767 -7.82894 0.018
H 37.98958 15.06159 -6.56326 0.073
H 37.15038 14.30544 -5.21466 0.073
H 36.72276 13.96922 -6.90142 0.072
H 39.42349 13.01318 -5.79180 0.133
H 37.41471 11.12111 -6.99587 0.116
H 37.19123 11.52627 -5.38481 0.116
H 38.21185 9.25700 -4.74467 0.091
H 39.74961 8.83882 -5.63500 0.092
H 38.27574 8.88534 -6.54088 0.087
H 39.58646 12.24041 -8.04936 0.060
H 38.22499 12.76197 -8.42815 0.057
C 21.25809 10.46294 -0.93679 -0.065
C 19.81738 10.81242 -1.31985 -0.450
C 18.83262 9.57219 -1.40259 -0.195
O 17.58430 10.05541 -1.86427 -0.213
C 16.78573 9.09425 -2.56216 -0.091
N 19.38237 11.80618 -0.39975 0.030
H 21.95676 11.26884 -1.16148 0.077
H 21.46174 9.52197 -1.44787 0.070
H 21.44769 10.32423 0.12759 0.073
H 19.78073 11.27832 -2.30458 0.135
H 18.76427 9.00146 -0.47647 0.125
H 19.24480 8.90919 -2.16327 0.110
H 17.27871 8.97873 -3.52741 0.078
H 15.80762 9.54188 -2.73832 0.091
H 16.85655 8.08390 -2.15931 0.086
H 18.40934 11.95654 -0.62489 0.067
H 19.40008 11.32866 0.49007 0.072
C 33.54634 23.01085 -11.18405 -0.081
C 34.67026 22.60889 -10.26384 -0.398
C 35.77267 23.67823 -10.44111 -0.201
O 36.20893 23.68907 -11.82756 -0.202
C 37.08980 22.58815 -12.08927 -0.102
N 34.13195 22.74231 -8.83836 0.026
H 33.82493 23.07175 -12.23608 0.083
H 33.02398 23.88099 -10.78645 0.079
H 32.72539 22.30390 -11.06421 0.074
H 34.98440 21.57647 -10.41727 0.132
H 36.58804 23.46415 -9.75015 0.109
H 35.47539 24.68474 -10.14672 0.124
H 36.49045 21.68563 -12.20898 0.078
H 37.82955 22.48508 -11.29540 0.086
H 37.59161 22.67994 -13.05252 0.084
H 33.94213 23.71924 -8.66613 0.053
H 34.82139 22.51384 -8.13652 0.056
C 33.57188 16.39159 6.25403 -0.059
C 34.93330 15.74193 5.88956 -0.405
C 35.26094 15.43757 4.35864 -0.198
O 34.32567 14.50147 3.89468 -0.192
C 34.62588 13.93797 2.63639 -0.111
N 35.93709 16.57155 6.53824 0.011
H 32.87722 15.76348 5.69634 0.068
H 33.46528 17.40192 5.85909 0.068
H 33.36159 16.54809 7.31204 0.076
H 35.03486 14.78877 6.40846 0.129
H 36.30292 15.14014 4.24064 0.114
H 35.16919 16.34972 3.76900 0.119
H 34.95158 14.64312 1.87169 0.087
H 33.68930 13.51775 2.26987 0.085
H 35.30622 13.09230 2.73669 0.086
H 35.91558 17.55153 6.29478 0.065
H 36.83099 16.24200 6.20293 0.058
C 40.15117 22.76570 -2.85950 -0.070
C 39.10237 23.09516 -1.77929 -0.447
C 39.48605 24.36921 -1.03268 -0.163
O 40.72375 24.22964 -0.27805 -0.223
C 41.15964 25.20632 0.62613 -0.110
N 37.83933 23.13932 -2.48295 0.029
H 40.14009 23.59609 -3.56550 0.077
H 40.11927 21.80287 -3.36944 0.074
H 41.14782 22.77164 -2.41819 0.068
H 39.12880 22.28235 -1.05353 0.132
H 38.74974 24.73457 -0.31682 0.117
H 39.65922 25.16632 -1.75567 0.124
H 41.40299 26.09181 0.03894 0.086
H 41.95835 24.95922 1.32549 0.088
H 40.25669 25.34827 1.21993 0.078
H 37.44250 22.22110 -2.62263 0.076
H 37.17146 23.47353 -1.80300 0.063
C 37.31107 33.59541 -2.97919 -0.082
C 36.57063 32.67927 -1.98235 -0.410
C 37.25939 31.28428 -1.99033 -0.178
O 36.60106 30.44951 -1.00713 -0.198
C 35.37086 29.92504 -1.45553 -0.123
N 36.90551 33.34309 -0.71496 0.022
H 37.30198 33.13310 -3.96625 0.070
H 38.33612 33.89805 -2.76527 0.083
H 36.77906 34.53137 -3.14957 0.070
H 35.49960 32.52836 -2.11732 0.120
H 38.29888 31.48068 -1.72769 0.124
H 37.28774 30.77132 -2.95166 0.117
H 34.92346 29.32341 -0.66433 0.087
H 35.68963 29.20486 -2.20907 0.085
H 34.59895 30.59331 -1.83718 0.079
H 36.44308 32.95449 0.09451 0.069
H 36.67810 34.32440 -0.78849 0.065
C 31.26820 20.47528 -0.32382 -0.067
C 31.51088 18.99858 -0.61624 -0.432
C 30.24217 18.11897 -0.29345 -0.179
O 30.52569 16.72877 -0.57912 -0.196
C 29.39428 15.90804 -0.41547 -0.132
N 31.96012 18.76514 -1.99067 0.032
H 30.60626 20.92205 -1.06566 0.077
H 32.18143 21.06190 -0.42392 0.073
H 30.91256 20.53344 0.70488 0.075
H 32.33725 18.60687 -0.02314 0.132
H 29.42034 18.45666 -0.92484 0.119
H 29.90821 18.25794 0.73479 0.117
H 28.59702 16.19373 -1.10166 0.083
H 28.93120 15.91159 0.57127 0.082
H 29.61381 14.86207 -0.62963 0.085
H 32.13874 17.77141 -2.01693 0.060
H 31.22621 18.98911 -2.64742 0.069
C 21.49871 17.16072 8.70631 -0.076
C 22.14419 17.49064 7.34987 -0.400
C 23.42870 18.42436 7.52211 -0.225
O 24.05802 18.56084 6.28236 -0.181
C 25.06311 19.60133 6.30255 -0.091
N 22.60653 16.20018 6.82881 0.026
H 20.56491 16.60205 8.64290 0.075
H 21.28425 18.08764 9.23824 0.072
H 22.09751 16.46400 9.29293 0.072
H 21.44996 17.94801 6.64489 0.132
H 24.03352 17.85667 8.22925 0.120
H 23.18104 19.33567 8.06642 0.118
H 25.92839 19.49072 6.95613 0.081
H 24.65855 20.58391 6.54538 0.085
H 25.60342 19.62601 5.35622 0.083
H 23.07338 15.72376 7.58721 0.059
H 23.37378 16.55051 6.27322 0.049
C 28.28925 17.15463 -7.02527 -0.065
C 27.41717 18.35253 -7.23762 -0.465
C 25.98246 18.11814 -6.63598 -0.248
O 25.35453 17.05242 -7.21949 -0.203
C 24.01132 16.80899 -6.75004 -0.066
N 28.02724 19.43799 -6.55083 0.026
H 28.04792 16.39047 -7.76414 0.080
H 28.19169 16.76205 -6.01312 0.088
H 29.33188 17.38378 -7.24551 0.075
H 27.19572 18.62120 -8.27052 0.136
H 25.32645 18.97630 -6.78191 0.117
H 26.08056 17.96687 -5.56099 0.122
H 23.44049 17.72940 -6.87280 0.082
H 24.13204 16.57852 -5.69155 0.086
H 23.56456 15.97538 -7.29192 0.087
H 27.52579 20.26689 -6.83643 0.074
H 28.91958 19.55107 -7.01021 0.072
C 20.40595 19.30453 0.08107 -0.060
C 21.67753 19.61230 -0.73020 -0.440
C 22.39879 20.92692 -0.52565 -0.224
O 21.51541 21.96734 -0.95078 -0.190
C 21.99014 23.28444 -0.51567 -0.079
N 22.57404 18.49185 -0.51154 0.017
H 19.88302 18.38916 -0.19597 0.077
H 19.73583 20.15948 -0.00894 0.065
H 20.51972 19.39451 1.16137 0.076
H 21.51215 19.66883 -1.80610 0.136
H 23.35170 20.95896 -1.05388 0.127
H 22.65037 20.98956 0.53307 0.119
H 21.26321 23.98180 -0.93205 0.087
H 23.01779 23.57425 -0.73482 0.079
H 22.00974 23.24579 0.57347 0.077
H 22.02843 17.64607 -0.59558 0.064
H 22.95595 18.46548 0.42309 0.069
C 35.26271 24.01828 10.35031 -0.057
C 35.21871 22.80533 9.35474 -0.406
C 35.90878 23.14790 8.02377 -0.192
O 35.77770 22.13316 6.99144 -0.230
C 36.45666 22.32697 5.75207 -0.098
N 35.84894 21.68682 10.06400 0.020
H 34.96871 23.69831 11.34995 0.074
H 34.67031 24.86458 10.00257 0.069
H 36.26990 24.42261 10.45125 0.070
H 34.22404 22.42838 9.11675 0.135
H 36.96594 23.39795 8.11302 0.120
H 35.40207 24.02203 7.61483 0.117
H 37.50032 22.25510 6.05820 0.082
H 36.28972 23.32997 5.35933 0.081
H 36.10791 21.52924 5.09623 0.089
H 36.07176 20.91992 9.44567 0.064
H 36.77512 21.96602 10.35441 0.063
C 23.73385 6.42412 -7.33194 -0.055
C 22.90272 7.52546 -6.58993 -0.430
C 23.25557 8.96216 -7.02974 -0.166
O 24.70469 9.15481 -6.93251 -0.216
C 25.18627 10.46513 -6.76197 -0.122
N 21.48886 7.28754 -6.77030 0.030
H 24.78446 6.69731 -7.23352 0.070
H 23.45877 6.27665 -8.37630 0.072
H 23.55628 5.49692 -6.78707 0.072
H 23.23915 7.31204 -5.57535 0.133
H 22.72880 9.68125 -6.40241 0.109
H 22.97967 9.31345 -8.02402 0.122
H 24.98416 11.04622 -7.66173 0.080
H 26.27153 10.49407 -6.66457 0.086
H 24.70562 10.93760 -5.90532 0.083
H 20.96355 8.09154 -6.45766 0.063
H 21.30647 7.16119 -7.75562 0.069
C 26.19280 12.22267 11.32628 -0.059
C 27.59993 11.78047 10.85114 -0.432
C 28.05767 12.50168 9.51338 -0.206
O 27.23080 12.16975 8.42291 -0.176
C 27.86643 12.64385 7.23248 -0.110
N 28.55333 11.99595 11.90385 0.012
H 25.46557 11.95192 10.56084 0.072
H 26.13890 13.29425 11.51847 0.075
H 25.88055 11.80134 12.28184 0.066
H 27.65329 10.70788 10.66456 0.128
H 29.04084 12.04862 9.38610 0.113
H 28.09667 13.58204 9.65269 0.128
H 27.34085 12.30583 6.33939 0.085
H 28.92766 12.42331 7.11731 0.085
H 27.74012 13.72583 7.19443 0.083
H 29.39833 11.54302 11.58617 0.065
H 28.35542 11.41125 12.70325 0.072
C 32.38585 7.29012 -2.84824 -0.088
C 33.01813 5.98919 -3.03394 -0.476
C 33.44551 5.24649 -1.75319 -0.195
O 34.30946 4.17064 -2.09693 -0.188
C 34.82859 3.45582 -1.01394 -0.130
N 32.05741 5.15789 -3.73536 0.039
H 32.07927 7.71568 -3.80375 0.087
H 33.09284 7.97427 -2.37897 0.082
H 31.53176 7.12845 -2.19060 0.086
H 33.92778 6.12914 -3.61794 0.145
H 32.56311 4.80762 -1.28751 0.121
H 33.92231 5.88071 -1.00585 0.123
H 35.61624 2.83090 -1.43488 0.090
H 34.08583 2.85040 -0.49446 0.085
H 35.31483 4.02039 -0.21837 0.082
H 32.60260 4.33053 -3.93120 0.067
H 31.35302 4.82841 -3.09087 0.070
C 29.43692 27.08269 4.40163 -0.053
C 28.12561 27.86603 4.05549 -0.443
C 27.41667 27.39109 2.77379 -0.172
O 28.28855 27.67563 1.66023 -0.202
C 28.02442 28.89036 0.96648 -0.111
N 27.33820 27.58798 5.20826 0.006
H 30.32311 27.32581 3.81539 0.068
H 29.33198 26.01196 4.22657 0.078
H 29.72262 27.32188 5.42596 0.068
H 28.32987 28.93537 4.00180 0.128
H 26.45767 27.84805 2.52961 0.118
H 27.25561 26.32133 2.90706 0.123
H 28.93478 29.23513 0.47609 0.086
H 27.85267 29.72252 1.64922 0.077
H 27.16984 28.78622 0.29793 0.085
H 26.44606 28.06052 5.17834 0.073
H 27.77053 28.03295 6.00525 0.071
```

Kohn-Sham gap ... 0.3455 hartree
2S+1 ... 1

Run b
# C60H165N15O15

A 15-piece molecular cluster, C60H165N15O15 overall (ωB97M-V/def2-TZVPD, the Open Molecules 2025 dataset).

Structure (XYZ):
```
255
Properties=species:S:1:pos:R:3:lowdin_charge:R:1
C -5.66013 -1.29410 7.70727 -0.063
C -4.31493 -1.80827 8.27953 -0.402
C -3.08456 -1.80731 7.28150 -0.183
O -3.34933 -2.56185 6.10218 -0.173
C -2.27319 -2.68839 5.24669 -0.147
N -4.01179 -1.08186 9.52764 0.026
H -6.07091 -2.18353 7.22950 0.067
H -5.49366 -0.52232 6.95575 0.071
H -6.35982 -1.01341 8.49450 0.073
H -4.58315 -2.82387 8.57063 0.128
H -2.16254 -2.01463 7.82465 0.114
H -2.80654 -0.81956 6.91392 0.113
H -1.37625 -3.16747 5.63921 0.087
H -1.97538 -1.73109 4.81891 0.083
H -2.49785 -3.25931 4.34576 0.084
H -3.44634 -0.29285 9.24865 0.062
H -3.35443 -1.67020 10.01942 0.062
C 6.50720 -3.09036 -2.48182 -0.074
C 6.67092 -4.11902 -3.59251 -0.445
C 7.66989 -5.23791 -3.18361 -0.203
O 7.74712 -6.13284 -4.29094 -0.205
C 8.82980 -7.09839 -4.15009 -0.078
N 5.33800 -4.58799 -3.92246 0.039
H 6.18281 -3.47990 -1.51686 0.076
H 5.90603 -2.22207 -2.75158 0.070
H 7.48972 -2.65355 -2.30312 0.066
H 7.09374 -3.64682 -4.47927 0.135
H 7.19760 -5.74470 -2.34206 0.123
H 8.57227 -4.65365 -3.00344 0.123
H 8.64821 -7.64527 -3.22485 0.079
H 9.80771 -6.61939 -4.19856 0.084
H 8.77710 -7.83435 -4.95239 0.082
H 4.93851 -5.18997 -3.21668 0.057
H 5.47801 -5.32064 -4.60343 0.057
C 1.34896 7.96330 0.15965 -0.064
C 0.19629 8.04653 -0.82593 -0.467
C -0.33458 6.68628 -1.25341 -0.182
O 0.76893 5.93396 -1.86062 -0.184
C 0.27457 4.76648 -2.54235 -0.104
N -0.85058 8.91160 -0.29853 0.035
H 2.25444 7.47347 -0.19851 0.077
H 1.04163 7.45105 1.07138 0.072
H 1.61274 8.99270 0.40226 0.075
H 0.58286 8.49799 -1.73963 0.137
H -1.18698 6.74165 -1.93049 0.118
H -0.72875 6.27433 -0.32443 0.118
H 1.13805 4.32521 -3.04012 0.083
H -0.52949 4.91677 -3.26277 0.083
H -0.01308 4.00793 -1.81437 0.077
H -0.97005 8.51799 0.62391 0.060
H -0.58368 9.87391 -0.14755 0.070
C 6.25220 1.90945 -6.88921 -0.066
C 6.38221 1.15645 -5.57105 -0.453
C 7.53717 1.72261 -4.69395 -0.186
O 8.90615 1.52243 -5.10785 -0.189
C 9.21076 0.17056 -5.31510 -0.120
N 5.11077 1.38721 -4.89360 0.029
H 7.12690 1.74110 -7.51743 0.072
H 6.16586 2.99519 -6.84682 0.085
H 5.47417 1.43129 -7.48431 0.078
H 6.47024 0.07368 -5.66030 0.129
H 7.43684 1.33049 -3.68188 0.114
H 7.33909 2.79321 -4.64222 0.122
H 8.71312 -0.18086 -6.21895 0.083
H 8.85330 -0.37019 -4.43879 0.081
H 10.29552 0.08048 -5.37257 0.092
H 5.08896 0.91122 -4.00307 0.066
H 5.17828 2.37933 -4.71680 0.065
C -0.63102 6.20869 6.77813 -0.037
C 0.01325 5.29303 5.66945 -0.450
C -0.76049 5.23038 4.34230 -0.186
O -2.12207 4.75250 4.48439 -0.202
C -2.15267 3.42579 5.00073 -0.109
N 1.34130 5.67152 5.27292 0.022
H -0.17111 5.99149 7.74218 0.070
H -1.71555 6.09991 6.78571 0.072
H -0.38783 7.24494 6.54326 0.069
H 0.11695 4.30954 6.12780 0.119
H -0.23658 4.67396 3.56512 0.118
H -0.87579 6.23064 3.92483 0.122
H -1.44056 2.83438 4.42520 0.084
H -3.13205 2.98490 4.81495 0.089
H -1.81365 3.39729 6.03628 0.077
H 1.91982 5.61823 6.09911 0.070
H 1.38269 6.62577 4.94458 0.073
C -9.01341 9.87602 0.09509 -0.071
C -7.48823 10.12390 0.19170 -0.388
C -6.74125 8.74431 0.11267 -0.217
O -7.00048 7.99123 1.27292 -0.158
C -6.17657 6.85553 1.30270 -0.141
N -7.19680 11.02428 -0.93888 0.015
H -9.30542 9.14008 -0.65406 0.072
H -9.51501 10.83542 -0.03173 0.076
H -9.34943 9.30406 0.95997 0.070
H -7.22066 10.69883 1.07825 0.135
H -5.66943 8.93383 0.05434 0.113
H -6.89438 8.15977 -0.79450 0.120
H -6.07387 6.28109 0.38205 0.081
H -6.60432 6.05870 1.91112 0.083
H -5.14829 6.90428 1.66093 0.086
H -7.61209 10.71047 -1.80442 0.064
H -6.21162 11.00924 -1.16091 0.059
C 2.67704 0.52936 5.20476 -0.044
C 3.61660 1.12706 6.32930 -0.426
C 4.26565 -0.06516 7.05875 -0.210
O 3.33171 -0.79180 7.85078 -0.198
C 3.64985 -2.10422 8.20112 -0.110
N 4.56406 2.01097 5.67541 0.031
H 3.21686 -0.19597 4.59600 0.075
H 2.29456 1.34916 4.59671 0.063
H 1.80508 0.03832 5.63679 0.067
H 3.08755 1.69653 7.09344 0.129
H 5.09574 0.24858 7.69170 0.119
H 4.73856 -0.68027 6.29318 0.117
H 3.93624 -2.50115 7.22719 0.079
H 2.79183 -2.69563 8.52069 0.090
H 4.50934 -2.15077 8.86987 0.088
H 3.96162 2.81794 5.59823 0.065
H 5.26653 2.28921 6.34565 0.066
C 1.48079 -7.43561 -3.90889 -0.047
C 2.05426 -7.91833 -2.55964 -0.436
C 3.14746 -9.03773 -2.78175 -0.204
O 2.55367 -10.02821 -3.58839 -0.197
C 3.45294 -11.08480 -3.90026 -0.103
N 2.58250 -6.81813 -1.82289 0.029
H 0.80700 -8.22341 -4.24573 0.076
H 2.21445 -7.10138 -4.64248 0.081
H 0.84813 -6.56830 -3.72016 0.065
H 1.29829 -8.40799 -1.94576 0.130
H 3.58619 -9.45427 -1.87505 0.115
H 3.99779 -8.59204 -3.29787 0.115
H 2.82587 -11.94021 -4.15157 0.090
H 4.15346 -11.35197 -3.10907 0.081
H 4.11162 -10.78137 -4.71400 0.085
H 1.85974 -6.11274 -1.81260 0.067
H 2.55303 -7.00975 -0.83167 0.070
C -9.68134 5.31328 -3.08069 -0.058
C -10.28349 4.31067 -4.13006 -0.428
C -9.50888 2.97640 -4.13288 -0.216
O -8.20673 3.11751 -4.69528 -0.191
C -7.21622 2.14611 -4.26410 -0.087
N -11.72026 4.25293 -3.95175 0.036
H -10.27113 6.22993 -3.08548 0.068
H -8.68618 5.70354 -3.29386 0.067
H -9.63550 4.85020 -2.09502 0.070
H -10.10241 4.77327 -5.10027 0.133
H -10.02409 2.23295 -4.74110 0.114
H -9.48042 2.49460 -3.15555 0.117
H -6.78586 2.47800 -3.31926 0.076
H -6.36015 2.04656 -4.93143 0.083
H -7.64186 1.18002 -3.99279 0.079
H -11.94865 3.88453 -3.03949 0.071
H -12.02582 3.52949 -4.58686 0.065
C 1.22849 -0.37984 -0.12428 -0.055
C -0.10710 -1.15312 -0.23957 -0.454
C -1.16064 -0.21050 -0.78662 -0.210
O -1.37286 0.87793 0.11978 -0.196
C -2.62381 1.50774 -0.09188 -0.108
N 0.10165 -2.26178 -1.12768 0.040
H 1.12243 0.41570 0.61325 0.068
H 1.58225 0.04742 -1.06259 0.079
H 2.04248 -0.97311 0.29229 0.069
H -0.37565 -1.63322 0.70142 0.140
H -2.08008 -0.79238 -0.85110 0.116
H -0.88192 0.12820 -1.78447 0.129
H -2.61087 2.29724 0.65954 0.084
H -3.44681 0.87327 0.23714 0.084
H -2.70072 1.91792 -1.09881 0.089
H -0.80282 -2.69191 -1.25814 0.057
H 0.27347 -1.80000 -2.00935 0.061
C -8.27030 1.33400 4.06725 -0.081
C -8.76828 0.47825 2.89381 -0.395
C -8.22400 -0.97959 2.81939 -0.196
O -6.90220 -1.01788 2.33512 -0.214
C -6.29679 -2.31025 2.11228 -0.078
N -10.22892 0.45630 3.08531 0.006
H -8.36120 0.91753 5.07044 0.077
H -8.83501 2.26229 4.15401 0.066
H -7.23802 1.63142 3.88283 0.070
H -8.65400 1.06260 1.98081 0.136
H -8.77769 -1.44257 2.00260 0.120
H -8.32460 -1.49113 3.77664 0.126
H -6.76700 -2.73707 1.22637 0.078
H -6.42455 -3.00558 2.94192 0.083
H -5.24715 -2.11448 1.89314 0.083
H -10.44461 1.40088 3.37051 0.053
H -10.51413 -0.07970 3.89244 0.065
C 6.10669 -9.16485 3.39034 -0.057
C 5.92345 -8.45140 2.01394 -0.405
C 5.82497 -6.86882 2.19984 -0.191
O 4.61509 -6.56600 2.92429 -0.212
C 4.18889 -5.20180 2.84772 -0.102
N 7.15593 -8.70321 1.31204 0.021
H 5.97419 -10.23003 3.20083 0.072
H 5.49110 -8.86863 4.23971 0.073
H 7.12711 -9.02093 3.74549 0.068
H 4.97183 -8.66258 1.52615 0.132
H 5.74710 -6.45027 1.19642 0.107
H 6.71080 -6.47111 2.69504 0.119
H 3.87758 -5.01006 1.82087 0.082
H 4.98419 -4.50561 3.11409 0.079
H 3.41971 -5.03375 3.60153 0.084
H 7.22685 -8.13337 0.48117 0.062
H 7.89506 -8.37874 1.91909 0.065
C -5.27275 -3.11807 -2.90430 -0.060
C -4.43535 -4.34405 -3.20657 -0.429
C -4.16333 -5.29463 -2.00031 -0.184
O -3.13712 -4.75769 -1.12790 -0.200
C -2.68639 -5.79772 -0.29160 -0.123
N -5.23158 -5.16171 -4.11748 0.017
H -6.16154 -3.45667 -2.37184 0.082
H -5.56055 -2.72760 -3.88041 0.071
H -4.77154 -2.32441 -2.35025 0.072
H -3.48731 -4.09331 -3.68241 0.132
H -3.87586 -6.23928 -2.46193 0.102
H -4.97573 -5.65605 -1.36985 0.126
H -3.47526 -5.98222 0.43761 0.087
H -1.81696 -5.41214 0.24087 0.086
H -2.43131 -6.68150 -0.87638 0.086
H -4.68611 -5.97944 -4.34956 0.063
H -5.24011 -4.71194 -5.02178 0.070
C 8.47412 6.73933 1.83404 -0.062
C 7.94770 5.26083 1.78887 -0.412
C 7.16963 4.94595 0.47392 -0.209
O 5.80245 5.34382 0.50678 -0.183
C 4.98933 4.60289 1.50279 -0.073
N 9.10202 4.38347 1.83264 0.010
H 7.69378 7.50035 1.83169 0.068
H 9.12950 6.92921 0.98402 0.070
H 9.02693 6.94945 2.74965 0.063
H 7.33287 4.97510 2.64236 0.123
H 7.30279 3.87287 0.33654 0.109
H 7.64216 5.41022 -0.39168 0.122
H 3.95453 4.78734 1.21421 0.079
H 5.13593 4.97931 2.51517 0.068
H 5.09399 3.52534 1.62937 0.085
H 9.78926 4.59142 1.12232 0.071
H 9.56183 4.42645 2.73088 0.069
C -0.87959 -1.47399 -6.40303 -0.064
C 0.10573 -2.60548 -6.26882 -0.442
C 0.68554 -2.94218 -7.67520 -0.204
O -0.30154 -3.52602 -8.55154 -0.185
C -0.63976 -4.84923 -8.12171 -0.105
N 1.23351 -2.26644 -5.41039 0.037
H -1.39933 -1.34112 -5.45418 0.069
H -1.65710 -1.69324 -7.13482 0.079
H -0.36928 -0.55469 -6.69040 0.083
H -0.41403 -3.50266 -5.93264 0.119
H 1.56926 -3.55790 -7.50773 0.106
H 1.20845 -2.11482 -8.15492 0.123
H 0.23291 -5.47605 -7.93829 0.087
H -1.11360 -5.35928 -8.96042 0.085
H -1.32314 -4.78196 -7.27519 0.076
H 1.88326 -3.01666 -5.22306 0.067
H 1.82198 -1.47447 -5.62627 0.073
```

Kohn-Sham gap ... 0.3263 hartree
2S+1 ... 1

Relative energies in eV: run a 0.965; run b 0.000